Record 1
{
  "formula": "C47H114N6O14",
  "method": "ωB97M-V with the def2-TZVPD basis set",
  "elements": ["C", "C", "C", "C", "C", "C", "C", "C", "C", "N", "O", "H", "H", "H", "H", "H", "H", "H", "H", "H", "H", "H", "H", "H", "H", "H", "H", "H", "H", "H", "C", "C", "C", "C", "C", "C", "C", "C", "C", "N", "O", "H", "H", "H", "H", "H", "H", "H", "H", "H", "H", "H", "H", "H", "H", "H", "H", "H", "H", "H", "C", "C", "C", "C", "C", "C", "C", "C", "C", "N", "O", "H", "H", "H", "H", "H", "H", "H", "H", "H", "H", "H", "H", "H", "H", "H", "H", "H", "H", "H", "C", "O", "C", "C", "C", "N", "H", "H", "H", "H", "H", "H", "H", "H", "H", "H", "H", "C", "O", "C", "C", "C", "N", "H", "H", "H", "H", "H", "H", "H", "H", "H", "H", "H", "C", "O", "C", "C", "C", "N", "H", "H", "H", "H", "H", "H", "H", "H", "H", "H", "H", "O", "C", "C", "O", "H", "H", "H", "H", "H", "H", "O", "C", "C", "O", "H", "H", "H", "H", "H", "H", "O", "C", "C", "O", "H", "H", "H", "H", "H", "H", "O", "C", "C", "O", "H", "H", "H", "H", "H", "H"],
  "xyz": [[6.491, -29.249, 24.213], [5.838, -27.825, 24.037], [6.359, -27.105, 25.310], [6.548, -27.130, 22.872], [6.202, -27.593, 21.599], [4.681, -27.566, 21.438], [3.806, -28.136, 22.597], [2.437, -27.509, 22.486], [3.696, -29.729, 22.540], [4.395, -27.662, 23.874], [3.736, -28.156, 24.959], [5.874, -29.814, 24.911], [6.477, -29.715, 23.227], [7.449, -29.232, 24.731], [7.415, -26.884, 25.460], [5.808, -26.167, 25.377], [5.979, -27.626, 26.188], [6.318, -26.064, 22.873], [7.603, -27.146, 23.145], [6.738, -26.991, 20.865], [6.548, -28.624, 21.517], [4.655, -28.092, 20.484], [4.374, -26.553, 21.180], [1.805, -27.502, 23.374], [1.718, -28.006, 21.836], [2.525, -26.450, 22.240], [3.000, -30.164, 23.257], [4.608, -30.287, 22.751], [3.408, -30.051, 21.539], [3.048, -27.486, 24.959], [6.072, -13.509, 19.660], [5.739, -12.048, 19.679], [6.732, -11.288, 18.769], [4.250, -11.936, 19.112], [3.454, -10.671, 19.363], [3.656, -10.243, 20.830], [5.110, -10.203, 21.367], [5.809, -8.924, 20.857], [4.975, -9.854, 22.787], [5.729, -11.564, 21.113], [6.958, -11.766, 21.704], [5.835, -14.089, 18.769], [7.139, -13.664, 19.821], [5.658, -13.939, 20.572], [6.849, -11.708, 17.770], [6.479, -10.244, 18.580], [7.732, -11.315, 19.203], [4.366, -12.075, 18.037], [3.449, -12.616, 19.403], [3.686, -9.840, 18.698], [2.409, -10.907, 19.162], [2.949, -10.846, 21.401], [3.222, -9.243, 20.827], [5.420, -8.572, 19.902], [6.870, -9.091, 20.673], [5.763, -7.989, 21.416], [4.460, -10.666, 23.302], [4.371, -8.955, 22.912], [5.963, -9.678, 23.211], [6.694, -12.312, 22.449], [8.582, -14.413, 32.907], [8.413, -15.079, 31.517], [7.147, -15.913, 31.447], [8.251, -13.897, 30.456], [8.478, -14.265, 28.957], [9.827, -14.962, 28.838], [10.079, -16.166, 29.800], [9.357, -17.360, 29.194], [11.604, -16.432, 29.917], [9.678, -15.775, 31.188], [9.891, -16.788, 32.055], [9.513, -13.860, 33.037], [7.668, -13.870, 33.144], [8.620, -15.220, 33.638], [7.282, -16.517, 30.550], [6.988, -16.678, 32.207], [6.197, -15.379, 31.417], [7.321, -13.348, 30.604], [9.011, -13.160, 30.715], [7.689, -14.951, 28.647], [8.410, -13.359, 28.355], [10.578, -14.194, 29.023], [10.086, -15.423, 27.885], [9.472, -18.196, 29.883], [9.736, -17.783, 28.263], [8.270, -17.400, 29.126], [12.041, -16.571, 28.928], [11.759, -17.377, 30.436], [12.239, -15.696, 30.411], [10.580, -16.286, 32.495], [2.430, -18.601, 23.762], [1.863, -19.457, 22.719], [0.759, -18.963, 22.045], [0.593, -19.595, 20.629], [1.802, -19.291, 19.716], [-0.575, -18.962, 19.977], [2.756, -17.625, 23.404], [3.334, -19.169, 23.982], [1.796, -18.643, 24.648], [-0.079, -18.847, 22.733], [0.822, -17.921, 21.729], [0.507, -20.672, 20.774], [1.796, -18.229, 19.470], [1.841, -19.891, 18.807], [2.712, -19.481, 20.284], [-0.619, -19.382, 19.060], [-1.363, -19.345, 20.480], [-6.025, -29.577, 17.830], [-5.052, -28.869, 17.018], [-4.093, -28.018, 17.663], [-3.926, -26.550, 16.930], [-5.128, -25.710, 17.258], [-3.742, -26.754, 15.472], [-6.887, -28.999, 18.165], [-5.606, -29.671, 18.832], [-6.275, -30.610, 17.589], [-4.259, -27.992, 18.740], [-3.138, -28.542, 17.712], [-2.973, -26.165, 17.293], [-5.292, -25.640, 18.333], [-6.092, -25.984, 16.829], [-4.856, -24.729, 16.869], [-4.149, -25.992, 14.948], [-4.190, -27.588, 15.121], [2.608, -24.198, 31.654], [1.204, -24.591, 31.782], [0.740, -24.978, 33.100], [1.129, -26.522, 33.394], [0.518, -27.419, 32.422], [0.737, -26.972, 34.690], [3.148, -25.132, 31.495], [3.014, -23.969, 32.640], [2.783, -23.340, 31.006], [1.281, -24.401, 33.850], [-0.296, -24.684, 33.265], [2.200, -26.723, 33.363], [0.842, -27.028, 31.457], [-0.571, -27.373, 32.393], [0.853, -28.447, 32.556], [0.801, -27.963, 34.872], [1.235, -26.497, 35.429], [-3.492, -23.090, 26.177], [-2.507, -22.608, 27.091], [-1.109, -23.077, 26.633], [-1.051, -24.385, 27.111], [-3.868, -23.930, 26.447], [-2.521, -21.526, 27.224], [-2.754, -22.985, 28.084], [-0.317, -22.387, 26.924], [-1.210, -23.128, 25.549], [-0.479, -24.433, 27.881], [-1.809, -15.876, 14.059], [-1.674, -14.835, 14.965], [-2.994, -14.543, 15.657], [-3.985, -14.293, 14.569], [-0.967, -16.018, 13.619], [-0.951, -15.106, 15.735], [-1.384, -13.903, 14.481], [-2.819, -13.719, 16.349], [-3.199, -15.444, 16.236], [-3.874, -14.929, 13.858], [-8.912, -19.296, 13.810], [-8.349, -19.669, 14.991], [-7.483, -18.518, 15.499], [-8.189, -17.318, 15.728], [-9.440, -18.560, 14.129], [-9.198, -19.936, 15.620], [-7.946, -20.658, 14.776], [-6.848, -18.358, 14.628], [-6.908, -19.018, 16.278], [-7.569, -16.594, 15.612], [-5.247, -19.092, 22.003], [-5.745, -17.988, 22.675], [-5.689, -16.613, 21.787], [-4.371, -16.109, 21.780], [-5.308, -19.856, 22.582], [-6.797, -18.265, 22.747], [-5.406, -17.886, 23.706], [-6.374, -15.963, 22.331], [-6.198, -16.803, 20.841], [-3.848, -16.796, 21.361]],
  "spin_multiplicity": 1,
  "gap_ev": 8.6,
  "de_lowest_kcal_mol": 143.9,
  "smiles": "CC1(C)CCCC(C)(C)N1O.CC1(C)CCCC(C)(C)N1O.CC1(C)CCCC(C)(C)N1O.COC[C@H](C)N.COC[C@H](C)N.COC[C@H](C)N.OCCO.OCCO.OCCO.OCCO",
  "homo_energy_ev": -8.304,
  "mol_weight_g_mol": 987.457,
  "e_lumo_ev": 0.25
}

---

Record 2
{
  "formula": "ClHN2O",
  "method": "ωB97M-V with the def2-TZVPD basis set",
  "elements": ["N", "N", "O", "Cl", "H"],
  "xyz": [[2.021, -1.216, 0.177], [1.465, -0.297, -0.154], [0.992, 0.717, -0.535], [-2.233, 0.115, -0.273], [-2.246, 0.681, 0.785]],
  "spin_multiplicity": 1,
  "gap_ev": 12.7,
  "de_lowest_kcal_mol": 20.5,
  "smiles": "N#[N+][O-].Cl",
  "homo_energy_ev": -11.670,
  "mol_weight_g_mol": 80.474,
  "e_lumo_ev": 1.01
}

---

Record 3
{
  "formula": "C4H3N",
  "method": "ωB97M-V with the def2-TZVPD basis set",
  "elements": ["C", "C", "C", "C", "N", "H", "H", "H"],
  "xyz": [[-0.824, -0.869, -1.875], [-0.148, -0.305, -1.052], [0.660, 0.371, -0.097], [0.559, 0.101, 1.186], [0.293, 0.082, 2.381], [-1.382, -1.389, -2.618], [1.286, 1.216, -0.362], [-0.444, 0.793, 2.437]],
  "spin_multiplicity": 1,
  "gap_ev": 9.6,
  "de_lowest_kcal_mol": 32.5,
  "smiles": "C#CC=C=N",
  "homo_energy_ev": -8.890,
  "mol_weight_g_mol": 65.075,
  "e_lumo_ev": 0.69
}

---

Record 4
{
  "formula": "C4H5NS",
  "method": "ωB97M-V with the def2-TZVPD basis set",
  "elements": ["C", "C", "C", "C", "N", "S", "H", "H", "H", "H", "H"],
  "xyz": [[1.365, -0.028, 0.165], [2.306, -0.911, 0.122], [0.461, 0.884, -0.092], [-0.918, 0.645, 0.058], [-1.265, -1.305, -0.093], [-2.234, 1.755, 0.198], [2.847, -1.093, 1.071], [2.315, -1.693, -0.486], [0.835, 1.927, -0.340], [-2.289, -1.364, -0.305], [-3.424, 1.184, -0.298]],
  "spin_multiplicity": 1,
  "gap_ev": [7.0, 9.3],
  "de_lowest_kcal_mol": 168.0,
  "homo_energy_ev": [-7.369, -9.622],
  "mol_weight_g_mol": 99.158,
  "e_lumo_ev": [-0.41, -0.33]
}

---

Record 5
{
  "formula": "C29H62Cl18FGaNO3S2",
  "method": "ωB97M-V with the def2-TZVPD basis set",
  "elements": ["N", "C", "C", "C", "C", "C", "Ga", "S", "C", "C", "C", "F", "C", "C", "C", "S", "O", "O", "O", "H", "H", "H", "H", "H", "H", "H", "H", "H", "H", "H", "H", "H", "H", "H", "H", "H", "H", "H", "H", "H", "H", "H", "H", "H", "H", "Cl", "C", "C", "Cl", "H", "H", "H", "H", "Cl", "C", "C", "Cl", "H", "H", "H", "H", "Cl", "C", "C", "Cl", "H", "H", "H", "H", "Cl", "C", "C", "Cl", "H", "H", "H", "H", "Cl", "C", "C", "Cl", "H", "H", "H", "H", "Cl", "C", "C", "Cl", "H", "H", "H", "H", "Cl", "C", "C", "Cl", "H", "H", "H", "H", "Cl", "C", "C", "Cl", "H", "H", "H", "H", "Cl", "C", "C", "Cl", "H", "H", "H", "H"],
  "xyz": [[2.754, -1.554, -0.697], [2.065, -0.269, -0.321], [1.075, 0.061, -1.475], [1.613, 1.061, -2.543], [3.123, 0.900, -2.916], [3.364, 0.697, -4.477], [4.317, -1.122, -4.773], [5.296, -1.121, -6.906], [5.717, -1.545, -3.333], [7.063, -2.139, -3.852], [6.894, -3.417, -4.725], [7.964, -4.275, -4.393], [2.882, -2.609, -4.855], [1.428, -2.088, -4.632], [0.371, -3.048, -5.319], [-1.128, -3.279, -4.299], [-1.873, -4.458, -4.841], [-0.791, -3.496, -2.877], [-2.121, -1.984, -4.463], [3.735, -1.400, -0.879], [2.611, -2.261, 0.007], [2.876, 0.470, -0.200], [1.551, -0.500, 0.638], [0.691, -0.884, -1.889], [0.192, 0.555, -1.000], [1.035, 0.863, -3.471], [1.350, 2.102, -2.270], [3.615, 1.863, -2.668], [3.627, 0.061, -2.416], [2.432, 0.794, -5.062], [4.080, 1.473, -4.813], [5.623, 0.184, -7.174], [5.263, -2.165, -2.530], [5.972, -0.577, -2.841], [7.705, -1.377, -4.329], [7.638, -2.476, -2.959], [5.944, -3.921, -4.504], [7.013, -3.139, -5.781], [3.113, -3.339, -4.059], [2.889, -3.171, -5.814], [1.226, -2.171, -3.549], [1.239, -1.082, -5.032], [0.819, -4.031, -5.517], [0.051, -2.564, -6.260], [-3.028, -2.358, -4.403], [-1.314, 0.055, 2.241], [-0.807, -0.352, 3.899], [0.480, 0.341, 4.277], [1.867, -0.286, 3.356], [-0.714, -1.435, 3.968], [-1.609, -0.035, 4.566], [0.697, 0.173, 5.332], [0.420, 1.414, 4.108], [-0.370, 3.927, 4.412], [-0.386, 4.787, 2.844], [-0.045, 3.866, 1.693], [1.654, 3.336, 1.731], [0.306, 5.624, 2.904], [-1.391, 5.187, 2.712], [-0.192, 4.392, 0.750], [-0.673, 2.975, 1.689], [2.859, -6.104, -3.278], [4.214, -7.250, -3.196], [5.148, -6.952, -2.046], [6.075, -5.444, -2.271], [4.737, -7.227, -4.150], [3.780, -8.241, -3.066], [5.881, -7.754, -1.957], [4.606, -6.876, -1.105], [0.078, 7.680, 3.917], [0.618, 7.299, 5.569], [1.907, 7.998, 5.928], [3.290, 7.366, 4.999], [0.712, 6.221, 5.645], [-0.175, 7.620, 6.245], [2.130, 7.835, 6.982], [1.843, 9.069, 5.752], [-4.701, -0.571, 4.262], [-4.816, -1.528, 2.763], [-5.584, -2.812, 2.964], [-4.705, -3.968, 3.997], [-3.805, -1.717, 2.406], [-5.325, -0.905, 2.028], [-5.739, -3.301, 2.002], [-6.557, -2.629, 3.417], [1.227, 4.488, 7.439], [1.668, 3.223, 8.611], [0.889, 1.949, 8.389], [-0.839, 2.140, 8.779], [1.511, 3.620, 9.612], [2.733, 3.030, 8.483], [1.275, 1.163, 9.038], [0.966, 1.611, 7.357], [-6.835, -2.203, -2.125], [-6.870, -1.364, -3.696], [-6.597, -2.300, -4.850], [-4.914, -2.890, -4.859], [-6.146, -0.552, -3.661], [-7.865, -0.931, -3.803], [-6.753, -1.779, -5.793], [-7.250, -3.164, -4.826], [0.517, 10.436, 8.287], [-1.199, 10.059, 8.582], [-1.380, 9.081, 9.719], [-0.775, 7.457, 9.307], [-1.624, 9.678, 7.656], [-1.693, 11.000, 8.824], [-2.440, 8.975, 9.948], [-0.867, 9.414, 10.618], [-8.647, -5.290, -7.166], [-9.666, -5.784, -5.792], [-10.610, -4.685, -5.362], [-9.744, -3.312, -4.631], [-9.011, -6.088, -4.978], [-10.237, -6.653, -6.116], [-11.299, -5.064, -4.608], [-11.193, -4.309, -6.200]],
  "spin_multiplicity": 1,
  "gap_ev": 5.9,
  "de_lowest_kcal_mol": 20.9,
  "homo_energy_ev": -4.464,
  "mol_weight_g_mol": 1263.828,
  "total_charge": -1,
  "e_lumo_ev": 1.40
}

---

Record 6
{
  "formula": "C2H3O2",
  "method": "ωB97M-V with the def2-TZVPD basis set",
  "elements": ["C", "C", "O", "O", "H", "H", "H"],
  "xyz": [[-0.311, -0.540, -0.381], [0.372, 0.725, 0.514], [1.532, 1.166, 0.325], [-0.451, 1.261, 1.297], [-0.921, -0.255, -1.237], [0.543, -1.007, -0.776], [-0.764, -1.350, 0.259]],
  "spin_multiplicity": 1,
  "gap_ev": 8.2,
  "de_lowest_kcal_mol": 12.1,
  "smiles": "CC(=O)[O-]",
  "homo_energy_ev": -3.502,
  "mol_weight_g_mol": 59.044,
  "total_charge": -1,
  "e_lumo_ev": 4.73
}

---

Record order is preserved below.
E: -3240.50175; -645.48264; -208.85002; -608.08294; -12527.16624; -228.52521 Ha
Record order is preserved below.
Largest force on an atom: 4.424; 3.137; 0.842; 5.556; 4.579; 2.284 eV/Å